Below is a molecular structure, C20H22BF3O2, with properties calculated with ωB97M-V/def2-TZVPD.

Geometry as XYZ:
```
48
Properties=species:S:1:pos:R:3:nbo_charge:R:1
F 2.402 5.097 3.188 -0.52
B 3.202 4.009 2.933 1.39
F 4.308 4.205 2.174 -0.52
F 3.253 3.020 3.863 -0.52
C 1.907 3.137 1.570 -0.62
C 2.454 2.047 0.909 0.06
C 2.080 0.605 1.116 -0.47
H 1.115 2.937 2.295 0.23
H 1.895 4.072 1.004 0.27
H 3.349 2.186 0.298 0.20
H 3.101 0.192 1.329 0.23
H 1.514 0.545 2.064 0.22
C 1.039 -6.339 2.830 -0.26
O 2.134 -5.515 2.362 -0.50
C 1.880 -4.344 1.727 0.31
C 2.991 -3.557 1.352 -0.26
C 2.797 -2.318 0.774 -0.21
C 1.525 -1.761 0.614 0.04
C 1.460 -0.317 0.080 -0.27
C 0.082 0.058 -0.456 -0.18
C -0.111 1.026 -1.380 -0.17
C -1.371 1.373 -2.005 -0.14
C -1.413 2.450 -2.918 -0.16
C -2.578 2.874 -3.512 -0.27
C -3.801 2.209 -3.218 0.32
O -4.923 2.751 -3.748 -0.50
C -6.207 2.180 -3.404 -0.26
C -3.779 1.065 -2.368 -0.33
C -2.572 0.667 -1.793 -0.10
C 0.422 -2.565 0.928 -0.21
C 0.579 -3.831 1.486 -0.31
H 1.537 -7.165 3.343 0.21
H 0.388 -5.795 3.535 0.18
H 0.445 -6.726 1.985 0.18
H 3.992 -3.955 1.516 0.23
H 3.667 -1.758 0.424 0.21
H 2.091 -0.343 -0.840 0.22
H -0.748 -0.573 -0.150 0.19
H 0.745 1.600 -1.735 0.20
H -0.481 2.971 -3.156 0.21
H -2.623 3.742 -4.167 0.23
H -6.928 2.827 -3.912 0.21
H -6.277 1.151 -3.785 0.18
H -6.380 2.204 -2.317 0.18
H -4.707 0.538 -2.148 0.22
H -2.551 -0.216 -1.150 0.20
H -0.596 -2.238 0.733 0.21
H -0.309 -4.425 1.730 0.22
```

* orbital gap: 7.82 eV
* charge: 0
* highest occupied orbital energy: -0.2915 Ha

Below is 9 unconnected molecules or ions with the total composition C45H45N9, with properties calculated with ωB97M-V/def2-TZVPD.

Geometry as XYZ:
```
99
Properties=species:S:1:pos:R:3:lowdin_charge:R:1
N -3.732 -11.954 18.961 0.05
C -4.227 -11.483 20.142 -0.15
C -3.583 -11.797 21.327 -0.09
C -2.535 -12.694 21.384 -0.09
C -2.089 -13.277 20.208 -0.09
C -2.733 -12.926 19.005 -0.12
H -5.118 -10.880 20.053 0.07
H -3.987 -11.414 22.253 0.10
H -2.059 -12.981 22.311 0.10
H -1.217 -13.910 20.136 0.10
H -2.421 -13.454 18.116 0.09
N -12.259 -7.548 20.501 0.05
C -12.516 -6.856 19.385 -0.15
C -11.869 -7.173 18.192 -0.10
C -11.018 -8.225 18.128 -0.11
C -10.703 -8.971 19.267 -0.07
C -11.304 -8.538 20.481 -0.11
H -13.082 -5.943 19.499 0.10
H -11.998 -6.572 17.304 0.10
H -10.479 -8.445 17.219 0.10
H -9.983 -9.766 19.138 0.09
H -11.114 -9.068 21.403 0.07
N -9.292 0.664 20.543 0.04
C -8.726 -0.500 20.893 -0.15
C -7.378 -0.752 20.680 -0.05
C -6.568 0.298 20.167 -0.07
C -7.131 1.522 19.858 -0.08
C -8.496 1.658 20.092 -0.15
H -9.400 -1.144 21.438 0.10
H -6.977 -1.715 20.961 0.08
H -5.515 0.090 20.043 0.07
H -6.432 2.300 19.588 0.10
H -8.951 2.635 20.031 0.10
N -3.879 -3.889 24.878 0.05
C -4.816 -4.750 25.292 -0.15
C -5.719 -5.399 24.391 -0.07
C -5.815 -4.926 23.073 -0.05
C -4.986 -3.797 22.712 -0.07
C -3.992 -3.423 23.601 -0.15
H -4.758 -5.033 26.333 0.09
H -6.353 -6.180 24.783 0.09
H -6.551 -5.242 22.349 0.08
H -5.148 -3.285 21.775 0.05
H -3.276 -2.687 23.266 0.09
N -3.453 -1.739 20.220 0.05
C -2.956 -2.363 19.119 -0.10
C -1.753 -1.938 18.554 -0.06
C -1.050 -0.917 19.122 -0.09
C -1.594 -0.264 20.178 -0.07
C -2.815 -0.689 20.726 -0.15
H -3.425 -3.263 18.752 0.08
H -1.222 -2.524 17.818 0.09
H -0.058 -0.679 18.769 0.11
H -1.052 0.585 20.567 0.10
H -3.228 -0.198 21.595 0.10
N -0.187 -4.639 15.513 0.05
C -0.002 -5.563 16.448 -0.16
C -0.994 -5.955 17.350 -0.05
C -2.253 -5.345 17.198 -0.08
C -2.460 -4.354 16.244 -0.11
C -1.393 -4.050 15.427 -0.16
H 0.932 -6.101 16.374 0.10
H -0.843 -6.718 18.099 0.10
H -3.058 -5.689 17.830 0.08
H -3.444 -3.925 16.124 0.09
H -1.562 -3.473 14.530 0.10
N -6.080 -4.935 15.738 0.05
C -7.343 -5.000 16.204 -0.15
C -8.182 -6.073 15.881 -0.09
C -7.679 -7.217 15.306 -0.09
C -6.363 -7.191 14.820 -0.05
C -5.598 -5.983 15.019 -0.12
H -7.768 -4.255 16.860 0.09
H -9.174 -6.082 16.309 0.09
H -8.350 -8.047 15.142 0.10
H -5.950 -8.003 14.240 0.09
H -4.563 -6.001 14.713 0.09
N -7.702 -11.062 20.592 0.05
C -8.315 -12.250 20.640 -0.13
C -9.330 -12.468 21.600 -0.06
C -9.702 -11.452 22.449 -0.11
C -9.033 -10.280 22.429 -0.12
C -7.987 -10.089 21.547 -0.11
H -7.997 -13.018 19.951 0.10
H -9.948 -13.345 21.728 0.10
H -10.532 -11.605 23.124 0.11
H -9.418 -9.470 23.032 0.11
H -7.430 -9.164 21.560 0.09
N -7.647 -4.672 19.404 0.05
C -8.341 -5.852 19.490 -0.12
C -7.688 -7.093 19.529 -0.06
C -6.288 -7.062 19.521 -0.07
C -5.602 -5.863 19.622 -0.08
C -6.300 -4.637 19.549 -0.15
H -9.417 -5.802 19.575 0.09
H -8.271 -7.996 19.644 0.06
H -5.728 -7.985 19.570 0.10
H -4.524 -5.830 19.676 0.09
H -5.867 -3.655 19.666 0.08
```

* orbital gap: 9.70 eV
* charge: 0
* structure (SMILES): c1ccncc1.c1ccncc1.c1ccncc1.c1ccncc1.c1ccncc1.c1ccncc1.c1ccncc1.c1ccncc1.c1ccncc1
* highest occupied orbital energy: -0.3441 Ha
* relative energy (zero: lowest compared OMol25 entry of this formula, charge and spin): 47.9 kcal per mole

Below is 2 unconnected molecules or ions with the total composition C28H48N3O7P, with properties calculated with ωB97M-V/def2-TZVPD.

Geometry as XYZ:
```
87
Properties=species:S:1:pos:R:3:lowdin_charge:R:1
C 5.646 -0.214 1.079 -0.11
C 5.613 -1.114 -0.161 -0.25
C 4.206 -1.687 -0.468 -0.20
C 4.185 -3.227 -0.544 -0.22
C 4.433 -3.947 0.786 -0.21
C 3.611 -3.424 1.973 -0.19
C 2.106 -3.220 1.678 -0.19
C 1.160 -3.977 2.638 -0.20
C -0.202 -3.251 2.692 -0.20
C -1.021 -3.555 1.436 -0.16
C -2.014 -2.447 1.010 -0.15
N -1.418 -1.490 0.106 0.01
C -1.339 -1.846 -1.247 -0.24
O -1.788 -3.185 -1.552 0.03
C -2.992 -3.211 -2.020 -0.36
N -4.117 -3.283 -2.274 0.15
C -0.852 -1.074 -2.211 0.03
C -0.330 0.236 -1.896 -0.15
C 0.169 0.974 -2.988 -0.51
O -0.228 0.865 -4.156 -0.01
O 1.241 1.880 -2.791 -0.13
C 2.454 1.238 -2.453 -0.12
C -0.401 0.642 -0.469 -0.13
C 0.117 2.013 -0.123 -0.13
C -0.661 3.215 -0.723 -0.17
C -2.156 3.018 -1.030 -0.18
C -2.654 4.160 -1.966 -0.18
C -2.812 3.709 -3.427 -0.26
N -4.064 4.256 -4.042 0.00
C -0.905 -0.190 0.473 -0.12
C -0.984 0.198 1.943 -0.30
C 0.434 0.443 2.560 -0.07
C -1.922 1.399 2.212 -0.20
C -2.523 1.263 3.631 -0.10
H 5.190 0.749 0.838 0.07
H 6.666 -0.006 1.406 0.06
H 5.050 -0.640 1.887 0.05
H 6.349 -1.921 -0.108 0.09
H 5.912 -0.491 -1.008 0.10
H 3.940 -1.345 -1.469 0.10
H 3.466 -1.316 0.240 0.10
H 3.218 -3.499 -0.973 0.10
H 4.940 -3.503 -1.288 0.11
H 4.198 -5.006 0.637 0.11
H 5.497 -3.865 1.026 0.10
H 3.692 -4.170 2.768 0.10
H 4.016 -2.477 2.328 0.09
H 1.876 -2.158 1.797 0.09
H 1.853 -3.460 0.647 0.10
H 0.975 -4.965 2.205 0.11
H 1.600 -4.065 3.633 0.10
H -0.035 -2.182 2.811 0.07
H -0.719 -3.597 3.593 0.11
H -0.379 -3.803 0.591 0.10
H -1.611 -4.459 1.640 0.11
H -2.457 -1.959 1.874 0.11
H -2.838 -2.968 0.515 0.11
H -0.825 -1.415 -3.237 0.13
H 3.045 1.916 -1.830 0.08
H 3.035 1.028 -3.361 0.08
H 2.237 0.314 -1.909 0.07
H 0.208 2.185 0.944 0.07
H 1.135 2.060 -0.517 0.09
H -0.165 3.613 -1.608 0.10
H -0.626 4.011 0.031 0.10
H -2.737 3.099 -0.110 0.09
H -2.359 2.076 -1.536 0.10
H -1.904 4.959 -1.958 0.09
H -3.597 4.570 -1.614 0.08
H -2.847 2.620 -3.494 0.10
H -1.947 4.013 -4.021 0.10
H -4.561 3.474 -4.452 0.05
H -3.778 4.839 -4.821 0.04
H -1.403 -0.607 2.540 0.08
H 1.208 0.205 1.834 0.07
H 0.594 -0.221 3.417 0.06
H 0.532 1.466 2.925 0.07
H -1.380 2.343 2.209 0.10
H -2.730 1.417 1.484 0.11
H -3.281 0.484 3.682 0.07
H -1.702 1.064 4.327 0.06
H -2.944 2.220 3.949 0.07
O -6.742 3.560 -2.054 -0.20
P -6.717 4.838 -1.225 -0.15
O -5.781 4.627 -0.040 -0.22
O -8.101 5.200 -0.691 -0.23
O -6.257 5.981 -2.126 -0.20
```

* orbital gap: 2.21 eV
* charge: -2
* highest occupied orbital energy: -0.0064 Ha
* relative energy (zero: lowest compared OMol25 entry of this formula, charge and spin): 0.0 kcal per mole

Below is 3 unconnected molecules or ions with the total composition C30H55IN2O11S2, with properties calculated with ωB97M-V/def2-TZVPD.

Geometry as XYZ:
```
101
Properties=species:S:1:pos:R:3:lowdin_charge:R:1
C -5.963 -1.214 2.591 0.04
C -4.737 -1.867 2.266 -0.07
C -3.422 -2.844 2.200 -0.13
C -2.250 -2.457 3.329 -0.33
C -2.532 -3.456 4.606 -0.14
C -4.038 -3.340 5.249 -0.25
O -4.449 -1.950 5.523 -0.15
O -0.974 -2.831 2.719 -0.20
C 0.101 -1.865 2.959 -0.67
I 0.282 -1.126 5.010 0.93
C 1.519 -2.704 2.661 -0.23
C 1.252 -4.327 2.503 -0.13
C 0.139 -0.615 1.847 -0.34
N -1.124 0.211 1.825 0.06
O 1.373 0.129 2.140 -0.20
C 1.383 1.468 1.533 -0.23
C 2.979 1.770 1.133 -0.12
C 3.153 2.569 -0.288 -0.20
C 3.865 4.045 -0.035 -0.21
C 5.198 4.269 -1.013 -0.20
C 4.631 4.377 -2.578 -0.22
C 4.103 5.937 -2.805 -0.20
C 3.883 6.307 -4.415 -0.17
C 4.798 7.612 -4.798 -0.18
O 3.905 8.817 -4.826 -0.12
C 3.819 9.127 -6.288 -0.29
C 3.002 8.177 -7.361 -0.03
O 4.472 10.220 -6.740 -0.03
C 0.991 2.537 2.733 -0.11
O 0.310 3.719 2.174 -0.17
N -0.185 4.361 3.259 -0.04
O -1.397 4.126 3.292 0.04
H -7.046 -0.736 2.707 0.07
H -2.979 -2.881 1.097 0.13
H -3.732 -3.956 2.451 0.11
H -2.401 -1.320 3.549 0.12
H -2.396 -4.566 4.191 0.14
H -1.772 -3.352 5.490 0.08
H -4.836 -3.959 4.626 0.13
H -3.985 -3.893 6.306 0.12
H -5.447 -1.944 5.307 0.10
H 2.036 -2.363 1.654 0.08
H 2.279 -2.541 3.567 0.09
H 0.661 -4.781 3.410 0.08
H 2.299 -4.838 2.364 0.08
H 0.627 -4.543 1.512 0.08
H 0.234 -1.116 0.767 0.18
H -1.243 0.738 0.930 0.09
H -1.238 0.817 2.666 0.08
H 0.743 1.581 0.560 0.15
H 3.491 0.698 1.024 0.13
H 3.565 2.322 1.984 0.11
H 2.139 2.629 -0.878 0.11
H 3.940 1.948 -0.927 0.11
H 4.153 4.232 1.098 0.11
H 3.055 4.864 -0.309 0.10
H 5.875 3.300 -0.905 0.11
H 5.767 5.264 -0.764 0.11
H 3.751 3.629 -2.798 0.11
H 5.499 4.121 -3.334 0.11
H 3.073 6.157 -2.267 0.11
H 4.944 6.632 -2.352 0.10
H 4.200 5.345 -5.046 0.12
H 2.729 6.482 -4.555 0.12
H 5.670 7.837 -4.022 0.15
H 5.265 7.421 -5.859 0.12
H 3.676 7.223 -7.545 0.09
H 1.977 7.789 -6.941 0.09
H 2.871 8.768 -8.376 0.11
H 0.341 2.006 3.583 0.11
H 1.947 2.954 3.313 0.14
C -9.652 -4.908 0.064 -0.23
C -8.657 -4.562 -1.043 -0.22
C -7.658 -3.562 -0.466 -0.22
S -7.581 -3.889 1.289 0.66
O -8.111 -2.741 1.995 -0.36
O -6.293 -4.470 1.610 -0.33
C -8.812 -5.177 1.304 -0.24
H -10.268 -5.773 -0.199 0.12
H -10.320 -4.057 0.241 0.12
H -8.130 -5.471 -1.357 0.12
H -9.160 -4.154 -1.925 0.12
H -6.664 -3.689 -0.902 0.11
H -7.997 -2.532 -0.604 0.11
H -9.387 -5.135 2.230 0.11
H -8.292 -6.137 1.226 0.11
C 3.971 -4.139 -3.045 -0.23
C 3.554 -2.673 -3.154 -0.22
C 2.655 -2.361 -1.959 -0.22
S 3.158 -3.471 -0.653 0.67
O 2.067 -4.383 -0.377 -0.32
O 3.817 -2.712 0.391 -0.33
C 4.394 -4.340 -1.597 -0.23
H 4.781 -4.383 -3.738 0.12
H 3.117 -4.784 -3.280 0.12
H 4.446 -2.036 -3.120 0.12
H 3.040 -2.467 -4.099 0.12
H 2.775 -1.328 -1.624 0.10
H 1.604 -2.559 -2.186 0.11
H 4.422 -5.390 -1.300 0.11
H 5.360 -3.866 -1.400 0.11
```

* orbital gap: 8.05 eV
* charge: 0
* structure (SMILES): C#CC[C@@H](CCO)O[C@@](I)(CC)[C@@H](N)O[C@H](CCCCCCCCOC(C)=O)CON=O.O=S1(=O)CCCC1.O=S1(=O)CCCC1
* highest occupied orbital energy: -0.3077 Ha

LUMO level, respectively: -0.11; 0.33; 2.04; -0.32 eV.